[1]
ORCA calculation (the ωB97M-V functional and the def2-TZVPD basis) on a 8-piece molecular cluster, C4H24NO8 overall in a non-equilibrium geometry.

Structure (XYZ):
```
37
Properties=species:S:1:pos:R:3:forces:R:3
C 1.229 0.544 -2.293 0.41 1.84 -0.83
N -0.092 -0.074 -2.155 0.49 -0.32 1.46
C 0.049 -1.500 -1.786 0.84 -0.68 -1.09
C -1.213 -2.153 -1.203 -0.04 1.48 -0.07
C -1.549 -1.545 0.202 -1.18 -0.84 -1.40
O -2.672 -0.689 -0.028 -0.05 1.03 -0.05
H 1.561 0.690 -3.325 -0.47 -0.38 -0.33
H 2.129 0.115 -1.845 -0.44 -0.63 0.67
H 1.166 1.585 -1.933 -0.03 -0.37 0.11
H -0.488 0.373 -1.321 -0.24 0.03 -0.43
H 0.929 -1.616 -1.111 -0.60 -0.07 0.07
H 0.390 -2.003 -2.722 -0.43 0.03 0.48
H -2.086 -1.874 -1.802 0.20 0.14 0.03
H -1.211 -3.222 -1.343 0.51 -0.54 0.65
H -2.021 -2.278 0.836 0.70 -0.77 0.55
H -0.645 -1.127 0.645 -0.33 0.45 0.28
H 1.140 2.715 0.493 -0.04 0.15 -0.02
H -0.424 2.524 0.576 0.62 0.70 -0.31
O 0.308 3.132 0.231 -0.30 -0.67 0.24
H 0.640 -0.979 3.147 0.29 0.52 -0.17
H 0.869 -2.426 2.901 0.50 -0.14 -0.02
O 1.386 -1.654 3.167 -0.89 -0.22 0.28
H 0.247 1.055 2.703 -0.14 -0.33 0.17
H -1.267 0.952 1.950 0.67 0.09 -0.19
O -0.378 0.312 2.687 0.07 0.28 0.03
H 2.563 -0.741 2.098 -1.03 -0.30 -0.36
H 1.978 -0.034 0.764 -0.06 -0.39 0.75
O 2.768 -0.311 1.250 0.99 0.14 -0.60
H -1.363 -0.254 -3.793 0.11 -0.03 0.09
H -2.482 -1.164 -3.433 -0.09 0.04 -0.25
O -2.050 -0.799 -4.215 -0.08 0.04 0.03
H -2.588 0.224 0.331 0.77 -0.50 0.04
H -2.428 2.119 1.474 -0.10 0.25 0.13
O -1.678 1.634 1.132 -0.57 -0.58 0.08
H 2.551 2.425 2.414 0.21 -0.18 -0.10
H 3.302 1.216 1.734 -0.38 0.89 -0.09
O 3.241 2.211 1.774 0.11 -0.16 0.14
```
Forces are in eV/Å.

As for the net charge: -1. As for the multiplicity: 1. The HOMO energy is -0.23485 Eh. The gap between HOMO and LUMO is 9.59 eV.

These are the Mulliken partial charges, in e, on atoms 1 to 8: number 1, C, carries -1.023; number 2, N, carries -0.324; number 3, C, carries -0.659; number 4, C, carries -0.418; number 5, C, carries -0.152; number 6, O, carries -0.608; number 7, H, carries 0.328; number 8, H, carries 0.291

=====

[2]
ORCA calculation (the ωB97M-V functional and the def2-TZVPD basis) on a 8-piece molecular cluster, C4H25NO8 overall in a non-equilibrium geometry.

Structure (XYZ):
```
38
Properties=species:S:1:pos:R:3:forces:R:3
C -1.311 0.130 -2.216 0.04 -0.60 0.48
N -0.635 0.365 -0.928 -0.10 0.16 -0.41
C -0.172 1.763 -0.853 -0.09 -0.23 0.49
C 0.600 2.034 0.445 0.20 0.14 -0.67
C 2.092 1.720 0.387 0.26 -0.50 0.78
O 2.432 0.319 0.491 -0.34 0.19 -0.25
H -1.692 -0.897 -2.224 -0.01 0.08 -0.09
H -2.162 0.804 -2.288 0.09 0.10 -0.21
H -0.639 0.229 -3.073 -0.01 0.24 -0.13
H 0.168 -0.255 -0.888 0.17 0.06 -0.01
H 0.426 2.017 -1.736 0.26 0.02 -0.01
H -1.037 2.428 -0.894 -0.15 -0.26 0.02
H 0.503 3.100 0.673 0.09 -0.03 0.01
H 0.122 1.500 1.263 -0.04 -0.08 0.11
H 2.584 2.125 1.280 -0.08 0.37 -0.30
H 2.559 2.141 -0.508 -0.04 0.05 0.05
H 2.479 -0.102 -0.396 -0.02 0.28 0.01
O 0.872 -3.219 -1.085 -0.64 0.01 -0.20
H -0.095 -3.050 -1.074 0.97 -0.16 0.09
H 1.187 -3.074 -0.166 -0.37 0.05 0.08
O 0.884 -0.441 3.097 0.65 0.39 1.36
H 1.481 0.019 2.490 0.03 0.05 -0.11
H 1.266 -0.311 3.993 -0.40 -0.14 -0.87
O -3.452 0.013 0.118 -0.58 -0.06 0.19
H -3.338 -0.063 1.078 0.16 -0.04 -0.19
H -2.607 -0.279 -0.233 0.34 0.06 0.02
O -1.533 -0.781 1.917 0.02 -0.16 -0.33
H -1.069 -0.679 1.065 -0.18 0.17 0.37
H -0.843 -0.661 2.583 -0.04 0.05 -0.08
O -3.524 2.408 -1.144 -0.23 0.16 -0.24
H -3.470 1.583 -0.615 -0.37 0.19 -0.06
H -4.418 2.437 -1.519 0.46 -0.11 0.29
O 1.688 -2.243 1.267 0.39 -0.15 -0.31
H 2.087 -1.382 1.044 -0.14 -0.27 0.13
H 1.155 -2.051 2.043 -0.10 -0.05 0.18
O 2.433 -1.079 -1.807 -0.07 -0.38 0.10
H 2.409 -0.912 -2.754 -0.01 -0.12 0.07
H 2.023 -1.968 -1.640 -0.10 0.53 -0.36
```
Forces are in eV/Å.

As for the net charge: 0. As for the multiplicity: 1. The HOMO energy is -0.35102 Eh. As for the SMILES: CNCCCO.O.O.O.O.O.O.O. The gap between HOMO and LUMO is 9.80 eV.

These are the Mulliken partial charges, in e, on atoms 1 to 8: number 1, C, carries -1.202; number 2, N, carries 0.509; number 3, C, carries -0.870; number 4, C, carries -0.309; number 5, C, carries -0.742; number 6, O, carries -0.596; number 7, H, carries 0.355; number 8, H, carries 0.402

=====

[3]
ORCA calculation (the ωB97M-V functional and the def2-TZVPD basis) on a 9-piece molecular cluster, C4H25NO9S overall in a non-equilibrium geometry.

Structure (XYZ):
```
40
Properties=species:S:1:pos:R:3:forces:R:3
N -0.269 -0.550 1.606 -2.31 1.22 -1.35
C 0.922 -0.682 0.791 0.09 -2.80 0.79
C 1.912 0.263 1.368 1.92 -0.71 2.52
O 2.717 -0.047 2.271 -1.48 0.99 -2.82
C 1.350 -2.222 0.917 -0.53 0.84 -0.69
C 0.383 -3.257 0.282 -0.78 -1.09 0.63
S 0.441 -3.168 -1.568 0.27 -0.75 0.40
H -0.136 -0.512 2.570 1.06 -0.59 1.97
H -0.916 0.253 1.473 0.99 -0.65 -0.88
H 0.691 -0.488 -0.240 -0.15 0.37 -0.51
H 1.747 1.306 1.099 0.13 0.46 -0.10
H 2.341 -2.380 0.499 0.02 0.10 -0.50
H 1.513 -2.482 1.942 -0.40 0.14 0.87
H -0.742 -3.235 0.491 1.67 0.74 0.23
H 0.631 -4.288 0.736 -0.03 1.42 -1.24
H 1.017 -4.376 -1.784 -0.13 0.44 0.03
O 1.854 -1.334 4.310 -0.11 0.20 0.69
H 2.332 -0.471 4.337 -0.22 -1.49 -0.48
H 2.350 -1.996 3.797 0.06 1.08 0.32
O -1.383 2.663 0.902 2.04 1.26 2.34
H -2.207 2.244 1.139 -1.35 -0.66 -0.38
H -1.068 3.025 1.788 -0.36 -0.49 -1.83
O -3.616 1.364 0.852 0.86 -1.52 3.32
H -3.483 0.391 1.078 -0.14 1.35 -0.75
H -3.992 1.456 0.020 -0.87 -0.06 -2.41
O 1.980 0.915 -3.931 1.18 -1.87 -2.25
H 2.281 0.541 -3.128 0.10 -0.16 1.24
H 1.388 1.611 -3.794 -1.06 1.85 0.97
O 1.318 3.404 -2.965 -0.80 1.27 1.34
H 2.061 3.794 -2.467 -0.25 -0.44 -0.59
H 0.543 3.772 -2.427 1.05 -0.81 -0.67
O -2.290 0.985 -2.125 -2.11 2.38 -4.06
H -3.076 1.243 -2.805 1.95 -1.43 2.66
H -1.665 1.523 -2.691 0.15 -0.96 1.39
O -3.085 -1.414 1.064 1.30 -0.20 0.63
H -2.289 -1.917 0.775 -0.64 0.82 0.38
H -3.758 -1.587 0.433 -0.91 -0.52 -0.96
O -0.707 4.071 -1.241 2.05 0.56 0.53
H -0.982 3.564 -0.474 -0.03 -0.58 0.85
H -1.456 4.084 -1.769 -2.25 0.28 -1.62
```
Forces are in eV/Å.

As for the net charge: 0. As for the multiplicity: 1. The HOMO energy is -0.34092 Eh. As for the SMILES: N[C@@H](C=O)CCS.O.O.O.O.O.O.O.O. The gap between HOMO and LUMO is 9.22 eV.

These are the Mulliken partial charges, in e, on atoms 1 to 8: number 1, N, carries -0.381; number 2, C, carries 0.522; number 3, C, carries -0.388; number 4, O, carries -0.539; number 5, C, carries -0.633; number 6, C, carries -0.602; number 7, S, carries -0.221; number 8, H, carries 0.254

=====

[4]
ORCA calculation (the ωB97M-V functional and the def2-TZVPD basis) on a 14-piece molecular cluster, C4H26BO21 overall in a non-equilibrium geometry.

Structure (XYZ):
```
52
Properties=species:S:1:pos:R:3:forces:R:3
O -0.433 -3.716 2.240 -0.42 -0.49 -0.46
C -0.407 -2.880 1.364 1.30 0.28 -0.26
O -0.147 -1.613 1.600 -0.99 -1.10 -1.39
B -0.116 -0.910 0.265 1.70 2.88 0.30
O -0.192 -1.940 -0.782 -0.84 -1.81 -0.26
C -0.357 -3.133 -0.267 0.06 -3.06 0.23
O -0.361 -4.289 -0.802 0.00 4.58 1.82
O 1.179 -0.198 0.103 -0.67 -2.16 0.56
C 0.912 1.101 0.226 -4.41 2.15 -1.05
O 1.686 2.007 -0.074 2.15 1.12 0.27
C -0.605 1.323 0.155 5.79 1.90 0.23
O -1.145 0.154 0.187 -2.62 -4.19 -0.06
O -1.154 2.426 -0.033 -1.25 0.26 0.33
O 2.638 -5.158 0.100 0.32 -0.07 -0.08
H 2.853 -5.521 0.959 0.05 0.06 0.25
H 1.687 -5.240 0.036 -0.57 0.10 -0.19
O 1.695 0.885 -3.721 0.63 -0.21 -0.62
H 0.748 0.799 -3.611 -0.41 0.27 0.31
H 1.981 1.384 -2.956 -0.09 0.08 0.42
O 4.039 1.350 1.577 0.93 -0.08 0.59
H 3.942 0.536 1.083 -0.32 -0.07 -0.15
H 3.315 1.900 1.279 -0.69 0.13 -0.55
O -3.269 3.990 1.781 -0.48 0.42 0.41
H -3.307 3.253 1.171 0.26 -0.49 -0.26
H -2.848 4.692 1.284 0.26 0.00 -0.09
O 2.034 -3.205 3.875 0.70 0.03 0.10
H 2.142 -3.908 4.515 -0.07 0.00 0.19
H 1.151 -3.330 3.528 -0.64 0.06 -0.26
O -1.050 1.476 -3.116 0.44 -0.75 -0.57
H -1.611 2.134 -2.706 -0.23 0.59 0.38
H -1.659 0.868 -3.535 -0.19 -0.20 -0.02
O -2.637 3.419 -2.069 -0.40 0.68 -0.49
H -3.404 3.979 -2.184 -0.21 -0.04 -0.23
H -2.585 3.273 -1.125 0.64 -0.56 0.67
O -4.574 1.651 -0.568 -0.32 0.32 0.06
H -5.383 1.177 -0.378 -0.18 -0.08 0.08
H -3.884 0.994 -0.482 0.63 -0.17 -0.06
O -0.008 -5.564 4.418 -0.01 -0.40 0.59
H 0.919 -5.772 4.298 0.14 -0.08 -0.10
H -0.330 -5.383 3.535 -0.16 0.43 -0.47
O 0.098 5.202 -0.558 0.22 0.64 -0.05
H -0.603 5.839 -0.419 -0.10 0.13 -0.02
H -0.203 4.412 -0.109 -0.19 -1.09 0.04
O -3.245 -1.538 -2.164 -0.37 -0.03 -0.31
H -2.464 -1.301 -1.664 0.56 0.23 0.19
H -3.874 -1.828 -1.504 -0.09 -0.09 0.15
O 3.209 -2.499 -1.550 0.24 -0.17 -0.38
H 2.679 -2.790 -0.809 -0.13 -0.13 0.20
H 3.863 -1.916 -1.163 -0.02 0.26 0.08
O 3.131 4.841 -0.354 0.56 0.55 0.02
H 3.640 4.148 -0.775 -0.06 -0.31 0.01
H 2.310 4.417 -0.105 -0.47 -0.33 -0.07
```
Forces are in eV/Å.

As for the net charge: -2. The expectation value of S² is 0.75. As for the multiplicity: 2. The HOMO energy (alpha / beta) is 0.03836 / -0.11007 Eh. The gap between HOMO and LUMO (alpha / beta) is 3.09 / 7.13 eV.

These are the Mulliken partial charges, in e, on atoms 1 to 8: number 1, O, carries -0.718; number 2, C, carries 0.729; number 3, O, carries -0.549; number 4, B, carries 1.797; number 5, O, carries -0.562; number 6, C, carries 0.439; number 7, O, carries -0.740; number 8, O, carries -0.502

=====

[5]
ORCA calculation (the ωB97M-V functional and the def2-TZVPD basis) on a 8-piece molecular cluster, C4H26N2O8 overall in a non-equilibrium geometry.

Structure (XYZ):
```
40
Properties=species:S:1:pos:R:3:forces:R:3
N 3.008 -0.225 0.572 0.79 -0.45 0.03
C 2.755 -1.648 0.561 0.16 -1.03 -0.53
C 1.489 -2.070 -0.179 -0.67 0.81 0.03
C 0.258 -2.033 0.730 -1.36 -0.23 -1.28
N -0.805 -2.773 0.032 0.39 -0.16 0.28
C -0.169 -0.588 1.076 -0.79 -0.36 0.36
O -1.561 -0.428 1.388 0.03 -0.12 0.49
H 2.774 0.228 1.434 -0.33 -0.03 -0.02
H 2.674 0.278 -0.229 -0.09 0.08 -0.03
H 2.727 -2.000 1.590 -0.16 0.00 0.20
H 3.545 -2.266 0.115 0.44 0.64 -0.04
H 1.510 -2.989 -0.766 0.42 -0.59 0.82
H 1.327 -1.386 -1.026 -0.09 0.39 0.31
H 0.408 -2.569 1.667 0.33 -0.04 0.03
H -0.882 -2.636 -0.963 -0.09 0.23 0.06
H -1.690 -2.830 0.507 -0.09 -0.12 -0.12
H 0.291 -0.344 2.029 0.59 0.58 -0.26
H 0.017 0.120 0.271 0.55 -0.01 0.02
H -2.119 -1.051 0.913 0.25 0.12 -0.47
O 1.081 1.836 -1.781 -0.31 -0.37 -0.61
H 1.123 1.510 -0.874 0.12 0.71 0.20
H 1.317 2.767 -1.786 0.14 -0.09 0.46
O -3.640 -0.842 3.234 -0.10 0.10 0.11
H -3.213 -1.562 2.763 -0.01 -0.14 0.12
H -3.033 -0.112 3.065 -0.06 -0.05 -0.04
O -2.691 0.064 -2.951 -0.51 0.15 0.71
H -1.776 -0.201 -2.814 0.01 0.04 -0.53
H -2.884 0.291 -3.863 0.51 -0.21 -0.18
O -0.004 2.490 2.668 -0.16 0.35 0.13
H -0.820 1.977 2.681 0.09 -0.13 -0.16
H -0.303 3.406 2.624 -0.10 -0.04 0.15
O -3.477 2.808 -1.888 0.35 -0.24 -0.32
H -2.693 3.160 -2.326 -0.11 0.26 0.14
H -3.385 1.867 -2.105 -0.17 -0.07 0.22
O 0.900 -0.253 -3.468 -0.27 -0.67 -0.28
H 0.251 0.455 -3.483 0.23 0.25 0.06
H 1.560 0.068 -2.849 -0.02 0.28 -0.03
O 1.996 2.443 0.714 0.22 0.61 1.29
H 2.724 2.228 1.315 0.40 -0.12 -0.64
H 1.409 2.812 1.403 -0.49 -0.35 -0.67
```
Forces are in eV/Å.

As for the net charge: 0. As for the multiplicity: 1. The HOMO energy is -0.33926 Eh. As for the SMILES: NCC[C@H](N)CO.O.O.O.O.O.O.O. The gap between HOMO and LUMO is 9.29 eV.

These are the Mulliken partial charges, in e, on atoms 1 to 8: number 1, N, carries -0.488; number 2, C, carries -0.850; number 3, C, carries -0.239; number 4, C, carries 0.496; number 5, N, carries -0.719; number 6, C, carries -0.248; number 7, O, carries -0.504; number 8, H, carries 0.264

=====

[6]
ORCA calculation (the ωB97M-V functional and the def2-TZVPD basis) on C4H26NO11 as an isolated structure in a non-equilibrium geometry.

Structure (XYZ):
```
42
Properties=species:S:1:pos:R:3:forces:R:3
O -3.396 -1.564 -1.685 -0.41 -0.32 -0.34
C -2.415 -1.353 -2.346 0.47 1.27 0.17
C -1.763 0.003 -2.365 2.24 1.56 0.18
C -0.794 -0.093 -1.086 -0.62 -1.31 -0.29
C 0.590 0.518 -1.331 0.21 0.89 1.19
O 1.447 0.574 -0.216 -0.24 0.03 0.37
N -2.624 1.158 -2.353 -1.79 0.05 0.44
H -1.791 -2.114 -2.827 -0.20 -0.57 -0.06
H -1.117 0.299 -3.226 -0.07 -1.54 0.20
H -0.654 -1.171 -0.851 0.03 0.48 0.12
H -1.397 0.337 -0.240 0.94 -0.17 -0.59
H 1.192 0.044 -2.106 -0.97 -0.35 -0.49
H 0.426 1.556 -1.587 -0.20 0.60 -0.81
H -2.210 1.978 -1.919 0.14 -0.35 -0.12
H -3.492 0.945 -1.862 0.21 0.14 0.04
H 0.000 -0.915 1.594 -0.28 -0.53 0.08
H 1.430 -1.208 1.594 -0.21 -0.68 0.62
O 0.579 -1.688 1.727 -0.03 0.68 -0.52
H 2.095 -2.024 -0.280 0.04 0.03 -0.07
H 3.022 -1.697 -1.458 -0.11 -0.26 0.47
O 2.638 -2.450 -0.957 -0.14 -0.10 -0.20
H -2.910 0.227 2.158 1.06 0.33 0.40
H -2.044 1.500 2.041 -0.17 -0.35 -0.39
O -2.026 0.586 2.403 -1.25 -0.27 -0.28
H 0.722 -3.936 -0.929 0.14 -0.03 -0.09
H 0.179 -3.654 0.433 -0.13 0.18 0.25
O 0.020 -4.220 -0.331 0.07 0.07 -0.11
H 2.938 0.048 -2.653 -0.21 0.40 0.11
H 2.998 0.367 -1.082 -0.63 -0.01 -0.60
O 3.465 -0.027 -1.859 1.23 -0.13 0.07
H 1.108 1.571 0.478 -0.17 0.11 0.86
H 0.963 2.346 2.128 0.07 -0.22 0.17
O 0.719 2.447 1.208 -0.16 -0.15 -0.90
H -1.986 2.768 -0.043 0.28 -0.10 0.05
H -0.943 2.702 1.154 0.78 0.18 -0.73
O -1.896 2.839 0.908 -0.67 0.26 0.62
H 2.097 0.594 2.445 0.60 -0.88 0.52
H 2.594 0.157 1.183 0.55 -0.57 0.20
O 2.719 -0.109 2.128 -0.79 1.74 -0.72
H 0.278 0.372 4.394 0.09 0.03 -0.05
H -0.815 1.058 3.596 0.48 -0.06 0.16
O 0.053 1.230 4.020 -0.20 -0.09 0.07
```
Forces are in eV/Å.

As for the net charge: -1. As for the multiplicity: 1. The HOMO energy is -0.23796 Eh. The gap between HOMO and LUMO is 9.36 eV.

These are the Mulliken partial charges, in e, on atoms 1 to 8: number 1, O, carries -0.515; number 2, C, carries -0.055; number 3, C, carries 0.056; number 4, C, carries 0.654; number 5, C, carries -0.797; number 6, O, carries -0.651; number 7, N, carries -0.691; number 8, H, carries 0.350

=====

multiplicity of number 6 (C4H26NO11)? 1